[1]
ORCA calculation (ωB97M-V with the def2-TZVPD basis set) on a cluster of 2 separate species, C3H10NOS in total.

Calculated values
Energy above the lowest of the compared OMol25 structures with the same formula, charge and spin (kJ/mol): 89.2
Charge: +1
Calculated total energy (a.u.): -648.2042
Strongest force on any atom (eV/A): 4.3
Orbital gap (eV): 9.98

Last column: Löwdin charge in e.
Cartesian coordinates (Å):
C (2.163, -0.675, -0.148)  -0.017
C (-2.166, -0.113, -0.819)  -0.386
C (-0.060, -0.900, 0.785)  -0.383
N (0.755, -0.684, -0.174)  -0.058
O (-0.147, 1.793, 0.967)  -0.079
S (-1.775, -0.659, 0.809)  1.000
H (2.601, -1.088, -1.054)  0.108
H (2.363, 0.459, -0.284)  0.137
H (2.665, -1.074, 0.685)  0.095
H (-1.484, 0.611, -1.239)  0.037
H (-3.207, 0.344, -0.649)  0.085
H (-2.420, -1.000, -1.485)  0.083
H (0.345, -1.295, 1.742)  0.135
H (0.314, -0.237, -0.937)  0.119
H (0.656, 1.940, 0.471)  0.036
H (-0.603, 2.577, 1.330)  0.088


[2]
ORCA calculation (ωB97M-V with the def2-TZVPD basis set) on a cluster of 4 separate species, C3H10NOS in total.

Calculated values
Expectation value of S²: 1.8288
Spin multiplicity: 2
Energy above the lowest of the compared OMol25 structures with the same formula, charge and spin (kJ/mol): 987.0
Charge: +2
Calculated total energy (a.u.): -647.3649
Strongest force on any atom (eV/A): 5.1
Orbital gap (alpha / beta) (eV): 8.77 / 5.20

Last column: Mulliken spin population.
Cartesian coordinates (Å):
C (-1.474, -0.011, -0.380)  0.042
O (1.879, 2.126, 2.608)  0.227
C (-0.702, -1.414, -0.413)  -0.215
C (-0.609, -1.921, -1.725)  -0.431
S (1.212, 1.983, -0.318)  1.758
N (-0.388, -1.892, 0.785)  0.289
H (-1.546, 0.392, 0.847)  -0.001
H (-1.129, 0.667, -1.196)  -0.003
H (2.403, 2.821, 2.820)  -0.007
H (0.898, -0.627, 0.215)  -0.513
H (0.027, -2.767, -1.811)  -0.031
H (-2.641, 0.039, -0.457)  -0.016
H (1.967, 2.994, -0.788)  -0.022
H (1.639, 2.086, 1.696)  -0.048
H (-1.245, -1.545, -2.570)  -0.021
H (-0.292, -2.931, 0.687)  -0.009


[3]
ORCA calculation (ωB97M-V with the def2-TZVPD basis set) on the ion C3H10NS with charge +1.

Calculated values
Energy above the lowest of the compared OMol25 structures with the same formula, charge and spin (kJ/mol): 124.5
Charge: +1
Calculated total energy (a.u.): -572.9518
Strongest force on any atom (eV/A): 3.2
Orbital gap (eV): 11.58

Last column: Löwdin charge in e.
Cartesian coordinates (Å):
C (0.508, 1.357, -0.088)  -0.359
N (-0.874, 1.670, 0.062)  -0.015
H (1.122, 1.886, -0.807)  0.094
H (0.975, 1.463, 0.890)  0.101
H (-1.048, 2.359, 0.781)  0.101
H (-1.297, 2.065, -0.761)  0.094
C (1.063, -1.185, 1.033)  -0.309
S (0.749, -0.475, -0.512)  1.101
C (-0.877, -1.006, -1.013)  -0.270
H (0.216, -1.395, 1.693)  0.087
H (1.898, -0.840, 1.640)  0.084
H (1.350, -2.211, 0.761)  0.069
H (-1.043, -2.085, -0.857)  0.081
H (-1.786, -0.493, -0.713)  0.064
H (-0.957, -1.111, -2.108)  0.075


[4]
ORCA calculation (ωB97M-V with the def2-TZVPD basis set) on the ion C3H10NS2 with charge +1.

Calculated values
Energy above the lowest of the compared OMol25 structures with the same formula, charge and spin (kJ/mol): 164.1
Charge: +1
Calculated total energy (a.u.): -971.1320
SMILES string: CSSCC[NH3+]
Strongest force on any atom (eV/A): 6.0
Orbital gap (eV): 8.44

Last column: Löwdin charge in e.
Cartesian coordinates (Å):
C (-2.083, -1.378, -1.795)  -0.557
S (-1.003, -0.232, -1.144)  0.485
S (0.847, -1.237, -0.942)  0.581
C (1.288, -0.608, 0.677)  -0.654
C (1.407, 0.831, 0.892)  -0.253
N (0.141, 1.748, 0.922)  0.129
H (-2.285, -2.241, -1.075)  0.066
H (-1.647, -1.911, -2.706)  0.068
H (-3.101, -0.968, -2.019)  0.066
H (2.342, -1.104, 0.962)  0.150
H (0.622, -1.161, 1.481)  0.122
H (2.030, 1.172, 1.722)  0.127
H (2.005, 1.213, -0.115)  0.184
H (-0.311, 2.104, 0.060)  0.130
H (0.292, 2.578, 1.531)  0.169
H (-0.543, 1.194, 1.550)  0.186


[5]
ORCA calculation (ωB97M-V with the def2-TZVPD basis set) on the ion C3H10NS2 with charge +1.

Calculated values
Energy above the lowest of the compared OMol25 structures with the same formula, charge and spin (kJ/mol): 8.2
Charge: +1
Calculated total energy (a.u.): -971.1914
SMILES string: CSSCC[NH3+]
Strongest force on any atom (eV/A): 1.4
Orbital gap (eV): 9.43

Last column: Löwdin charge in e.
Cartesian coordinates (Å):
C (-1.690, -1.241, -2.248)  -0.429
S (-0.891, -1.584, -0.652)  0.479
S (-1.373, 0.074, 0.444)  0.539
C (0.011, 1.207, 0.148)  -0.511
C (1.335, 0.637, 0.633)  -0.223
N (1.211, 0.051, 2.015)  0.170
H (-1.222, -0.485, -2.867)  0.041
H (-1.675, -2.207, -2.747)  0.038
H (-2.717, -0.976, -2.028)  0.033
H (0.146, 1.444, -0.900)  0.091
H (-0.257, 2.131, 0.657)  0.085
H (2.095, 1.401, 0.674)  0.132
H (1.677, -0.139, -0.022)  0.105
H (0.373, -0.561, 1.986)  0.101
H (2.020, -0.531, 2.221)  0.176
H (0.959, 0.777, 2.686)  0.175


[6]
ORCA calculation (ωB97M-V with the def2-TZVPD basis set) on a structure of composition C3H10NS3.

Calculated values
Energy above the lowest of the compared OMol25 structures with the same formula, charge and spin (kJ/mol): 164.2
Charge: +1
Calculated total energy (a.u.): -1369.2549
Strongest force on any atom (eV/A): 3.1
Orbital gap (eV): 8.22

Last column: Löwdin charge in e.
Cartesian coordinates (Å):
C (-2.522, 0.618, -0.178)  -0.116
C (-1.348, -0.310, -0.246)  -0.283
C (-0.094, 0.143, 0.461)  -0.305
N (0.929, -0.642, -0.172)  -0.904
S (1.049, -2.274, 0.257)  0.841
S (3.708, 1.204, 0.557)  0.505
S (2.414, -0.012, -0.744)  0.718
H (-3.064, 0.808, 0.719)  0.069
H (-2.322, 1.582, -0.672)  0.087
H (-3.300, 0.161, -0.813)  0.090
H (-1.081, -0.408, -1.382)  0.148
H (-1.734, -1.383, -0.062)  0.132
H (0.131, 1.093, 0.167)  0.080
H (-0.158, 0.083, 1.562)  0.144
H (0.811, -2.025, 1.583)  -0.066
H (4.601, 0.255, 0.556)  -0.203
H (1.982, 1.108, -1.593)  0.063


[7]
ORCA calculation (ωB97M-V with the def2-TZVPD basis set) on a cluster of 2 separate species, C3H10NSi in total.

Calculated values
Energy above the lowest of the compared OMol25 structures with the same formula, charge and spin (kJ/mol): 205.6
Charge: +1
Calculated total energy (a.u.): -464.1702
Strongest force on any atom (eV/A): 2.9
Orbital gap (alpha / beta) (eV): 8.64 / 8.64

Last column: Löwdin charge in e.
Cartesian coordinates (Å):
C (-1.919, -1.090, -1.077)  0.157
C (-0.923, -0.903, -0.156)  -0.232
C (0.138, -0.035, -0.523)  -0.132
N (-0.303, 1.821, 1.222)  0.022
Si (2.025, -0.619, -0.078)  0.749
H (-2.575, -1.951, -1.081)  0.092
H (-1.794, -0.614, -2.046)  0.090
H (-0.841, -1.493, 0.732)  0.102
H (0.032, 0.807, -1.227)  0.088
H (-0.196, 1.420, 2.168)  0.048
H (-1.177, 2.452, 1.182)  0.095
H (0.620, 2.426, 1.198)  0.099
H (2.707, 0.738, -0.092)  -0.043
H (1.991, -1.578, 1.031)  -0.058
H (2.218, -1.383, -1.253)  -0.078


[8]
ORCA calculation (ωB97M-V with the def2-TZVPD basis set) on a cluster of 2 separate species, C3H10O in total.

Calculated values
Energy above the lowest of the compared OMol25 structures with the same formula, charge and spin (kJ/mol): 100.9
Calculated total energy (a.u.): -195.4905
SMILES string: CC.CO
Strongest force on any atom (eV/A): 1.8
Orbital gap (eV): 11.21

Last column: Löwdin charge in e.
Cartesian coordinates (Å):
C (0.929, 0.290, -1.063)  -0.166
C (1.005, -0.869, -2.043)  -0.178
H (0.839, -0.098, -0.053)  0.045
H (1.916, 0.734, -0.936)  0.073
H (0.091, 0.917, -1.348)  0.073
H (0.789, -0.707, -3.096)  0.058
H (0.291, -1.678, -1.821)  0.059
H (1.937, -1.433, -1.957)  0.061
C (-1.430, 0.515, 2.397)  -0.150
O (-0.809, 0.767, 1.147)  -0.150
H (-0.647, 0.302, 3.128)  0.075
H (-1.860, 1.481, 2.666)  0.076
H (-2.218, -0.232, 2.426)  0.076
H (-0.833, 0.011, 0.553)  0.047


[9]
ORCA calculation (ωB97M-V with the def2-TZVPD basis set) on a cluster of 2 separate species, C3H10O in total.

Calculated values
Energy above the lowest of the compared OMol25 structures with the same formula, charge and spin (kJ/mol): 57.2
Calculated total energy (a.u.): -195.5071
SMILES string: CCO.C
Strongest force on any atom (eV/A): 1.0
Orbital gap (eV): 11.44

Last column: Löwdin charge in e.
Cartesian coordinates (Å):
C (1.738, -4.169, -1.118)  -0.079
C (0.692, -3.102, -1.444)  -0.302
O (1.245, -1.936, -2.095)  -0.103
H (1.610, -5.089, -1.705)  0.072
H (1.639, -4.456, -0.078)  0.061
H (2.715, -3.725, -1.258)  0.071
H (-0.125, -3.385, -2.092)  0.103
H (0.235, -2.731, -0.534)  0.099
H (1.407, -1.307, -1.378)  0.078
C (-2.216, 5.988, 2.343)  -0.051
H (-3.210, 6.349, 2.575)  0.010
H (-1.520, 6.800, 2.146)  0.015
H (-1.855, 5.391, 3.177)  0.014
H (-2.354, 5.372, 1.461)  0.011


[10]
ORCA calculation (ωB97M-V with the def2-TZVPD basis set) on a cluster of 2 separate species, C3H10O in total.

Calculated values
Expectation value of S²: 0.7529
Spin multiplicity: 2
Energy above the lowest of the compared OMol25 structures with the same formula, charge and spin (kJ/mol): 86.1
Charge: +1
Calculated total energy (a.u.): -195.0985
Strongest force on any atom (eV/A): 3.7
Orbital gap (alpha / beta) (eV): 11.74 / 3.99

Last column: Mulliken spin population.
Cartesian coordinates (Å):
C (-1.494, -0.884, 0.370)  0.082
C (-0.055, -0.632, 0.625)  0.096
C (0.834, -0.649, -0.598)  0.140
H (-2.027, 0.029, 0.049)  0.097
H (-2.075, -1.183, 1.247)  0.020
H (-1.743, -1.579, -0.440)  0.007
H (0.396, -1.496, 1.206)  0.268
H (0.174, 0.278, 1.191)  0.036
H (1.379, 0.298, -0.742)  0.078
H (1.737, -1.295, -0.360)  0.141
H (0.348, -1.212, -1.395)  0.023
H (0.445, 2.484, 0.243)  0.000
H (1.350, 2.712, -0.979)  -0.001
O (0.730, 3.131, -0.417)  0.012